Version A
C6H9N2O2 | the ωB97M-V functional and the def2-TZVPD basis

Bonds (Å) are listed after each position.
Atoms and positions in Å:
1 C -0.204 -0.819 -3.921  C4 1.498, H10 1.100, H11 1.090, H12 1.083
2 C 0.645 -1.521 -0.548  N5 1.348, N6 1.316, H8 1.071
3 C -0.592 -0.009 -1.492  C4 1.360, N5 1.391, H9 1.077
4 C -0.026 -0.812 -2.434  C1 1.498, C3 1.360, N6 1.379
5 N -0.161 -0.482 -0.257  C2 1.348, C3 1.391, H7 1.089
6 N 0.738 -1.790 -1.834  C2 1.316, C4 1.379
7 H -0.754 -0.092 0.570  N5 1.089
8 H 1.233 -1.872 0.275  C2 1.071
9 H -1.288 0.812 -1.529  C3 1.077
10 H -1.143 -1.364 -4.101  C1 1.100
11 H 0.544 -1.348 -4.512  C1 1.090
12 H -0.250 0.171 -4.355  C1 1.083
13 C 1.240 1.081 2.215  C14 1.537, H17 1.093, H18 1.090, H19 1.091
14 C -0.246 1.256 2.569  C13 1.537, O15 1.269, O16 1.240
15 O -1.091 0.587 1.900  C14 1.269
16 O -0.504 2.025 3.508  C14 1.240
17 H 1.487 0.034 2.023  C13 1.093
18 H 1.831 1.473 3.043  C13 1.090
19 H 1.495 1.598 1.289  C13 1.091

Properties
LUMO energy ... 3.62 eV
Net charge ... -1
2S+1 ... 1
Gap between HOMO and LUMO ... 8.5 eV
HOMO energy ... -4.9 eV

From a Mulliken analysis of the wavefunction, the atomic charges in e read:
1. C -1.13
2. C -0.25
3. C -0.52
4. C 0.53
5. N 0.04
6. N -0.70
7. H 0.38
8. H 0.41
9. H 0.39
10. H 0.21
11. H 0.31
12. H 0.30
13. C -0.73
14. C 0.60
15. O -0.80
16. O -0.72
17. H 0.15
18. H 0.31
19. H 0.21

Version B
C6H9N2O2 | the ωB97M-V functional and the def2-TZVPD basis

Bonds (Å) are listed after each position.
Atoms and positions in Å:
1 C -3.721 0.240 -0.742  N7 1.660, O9 1.219, O10 1.214
2 C -1.153 -0.205 0.179  C3 1.558, C4 1.490, N7 1.307
3 C -0.065 0.629 -0.561  C2 1.558, C5 1.555, C6 1.484, N8 1.522
4 C -1.139 -1.331 1.154  C2 1.490, H11 1.090, H12 1.109, H13 1.085
5 C 0.693 1.526 0.459  C3 1.555, H14 1.123, H15 1.056, H16 1.171
6 C 0.767 -0.111 -1.541  C3 1.484, H17 1.142, H18 1.082, H19 1.066
7 N -2.093 0.424 -0.475  C1 1.660, C2 1.307, N8 1.344
8 N -1.311 1.317 -1.104  C3 1.522, N7 1.344
9 O -4.093 -0.831 -0.295  C1 1.219
10 O -4.169 1.208 -1.324  C1 1.214
11 H -2.193 -1.567 1.305  C4 1.090
12 H -0.630 -0.955 2.065  C4 1.109
13 H -0.511 -2.112 0.739  C4 1.085
14 H 0.276 1.430 1.497  C5 1.123
15 H 0.487 2.545 0.274  C5 1.056
16 H 1.806 1.169 0.389  C5 1.171
17 H 0.286 -0.474 -2.511  C6 1.142
18 H 0.801 -1.104 -1.110  C6 1.082
19 H 1.661 0.413 -1.787  C6 1.066

Properties
LUMO energy (spin up / spin down) ... 3.59 / 3.59 eV
Net charge ... -1
2S+1 ... 1
Gap between HOMO and LUMO (spin up / spin down) ... 6.1 / 6.1 eV
HOMO energy (spin up / spin down) ... -2.5 / -2.5 eV

From a Mulliken analysis of the wavefunction, the atomic charges in e read:
1. C 0.50
2. C -0.39
3. C 2.18
4. C -1.13
5. C -1.53
6. C -1.49
7. N 0.53
8. N -1.23
9. O -0.64
10. O -0.62
11. H 0.30
12. H 0.21
13. H 0.26
14. H 0.27
15. H 0.45
16. H 0.33
17. H 0.33
18. H 0.26
19. H 0.43

Version C
C6H9N2O2 | the ωB97M-V functional and the def2-TZVPD basis

Bonds (Å) are listed after each position.
Atoms and positions in Å:
1 C 2.654 2.790 0.206  C4 1.489, H10 1.120, H11 1.094, H12 1.091
2 C 0.514 0.190 -0.961  N5 1.351, N6 1.315, H8 1.091
3 C 0.522 1.435 0.749  C4 1.379, N5 1.385, H9 1.104
4 C 1.596 1.773 -0.047  C1 1.489, C3 1.379, N6 1.389
5 N -0.194 0.400 0.170  C2 1.351, C3 1.385
6 N 1.629 0.873 -1.103  C2 1.315, C4 1.389
7 H -1.292 -0.451 0.800  O15 1.072
8 H 0.304 -0.648 -1.628  C2 1.091
9 H 0.171 1.757 1.744  C3 1.104
10 H 2.364 3.698 -0.383  C1 1.120
11 H 3.661 2.455 -0.060  C1 1.094
12 H 2.648 3.155 1.234  C1 1.091
13 C -1.954 -2.596 -0.781  C14 1.544, H17 1.089, H18 1.087, H19 1.080
14 C -2.229 -2.426 0.728  C13 1.544, O15 1.317, O16 1.210
15 O -1.872 -1.254 1.211  H7 1.072, C14 1.317
16 O -2.868 -3.253 1.338  C14 1.210
17 H -1.775 -3.640 -1.032  C13 1.089
18 H -1.019 -2.078 -0.983  C13 1.087
19 H -2.860 -2.182 -1.201  C13 1.080

Properties
LUMO energy ... 3.89 eV
Net charge ... -1
2S+1 ... 1
Gap between HOMO and LUMO ... 7.9 eV
HOMO energy ... -4.0 eV

From a Mulliken analysis of the wavefunction, the atomic charges in e read:
1. C -1.06
2. C -0.30
3. C -0.54
4. C 0.56
5. N -0.38
6. N -0.74
7. H 0.61
8. H 0.33
9. H 0.32
10. H 0.19
11. H 0.29
12. H 0.28
13. C -0.49
14. C 0.61
15. O -0.56
16. O -0.64
17. H 0.29
18. H 0.03
19. H 0.20

Name the least stable of them. version B.

Version A
C3H9O2PS | the ωB97M-V functional and the def2-TZVPD basis

Bonds (Å) are listed after each position.
Atoms and positions in Å:
1 C -2.208 1.783 -0.616  S7 1.847, H8 1.062, H9 1.085, H16 1.135
2 C 0.718 -2.443 0.031  O4 1.440, H10 1.082, H11 1.094, H12 1.040
3 C 2.239 1.421 0.611  O5 1.428, H13 1.117, H14 1.199, H15 1.158
4 O 1.294 -1.148 -0.219  C2 1.440, P6 1.657
5 O 1.764 1.166 -0.710  C3 1.428, P6 1.593
6 P 0.649 0.098 -1.101  O4 1.657, O5 1.593, S7 2.253
7 S -1.113 0.556 0.226  C1 1.847, P6 2.253
8 H -1.945 2.742 -0.241  C1 1.062
9 H -3.211 1.414 -0.429  C1 1.085
10 H -0.254 -2.611 -0.413  C2 1.082
11 H 0.450 -2.557 1.086  C2 1.094
12 H 1.267 -3.254 -0.320  C2 1.040
13 H 1.367 1.416 1.308  C3 1.117
14 H 2.396 2.610 0.569  C3 1.199
15 H 3.238 0.900 0.878  C3 1.158
16 H -1.867 1.542 -1.672  C1 1.135

Properties
LUMO energy ... 0.85 eV
2S+1 ... 1
SMILES string ... COP(OC)SC
Gap between HOMO and LUMO ... 9.3 eV
HOMO energy ... -8.5 eV

From a Mulliken analysis of the wavefunction, the atomic charges in e read:
1. C -0.70
2. C -0.77
3. C -0.56
4. O -0.26
5. O -0.23
6. P 0.26
7. S -0.22
8. H 0.27
9. H 0.28
10. H 0.30
11. H 0.30
12. H 0.33
13. H 0.33
14. H 0.22
15. H 0.22
16. H 0.23

Version B
C3H9O2PS | the ωB97M-V functional and the def2-TZVPD basis

Bonds (Å) are listed after each position.
Atoms and positions in Å:
1 C 0.725 -1.179 1.364  P6 1.792, H8 1.113, H9 1.053, H10 1.198
2 C 1.309 -0.732 -1.501  P6 1.804, H11 1.083, H12 1.167, H13 1.054
3 C -1.678 1.766 0.062  S7 1.836, H14 1.034, H15 1.051, H16 1.064
4 O 1.405 1.831 0.453  P6 2.046
5 O -2.147 -0.901 0.382  S7 1.452
6 P 0.632 -0.011 0.008  C1 1.792, C2 1.804, O4 2.046, S7 2.227
7 S -1.527 0.037 -0.537  C3 1.836, O5 1.452, P6 2.227
8 H 0.741 -2.147 0.816  C1 1.113
9 H 1.563 -0.990 1.973  C1 1.053
10 H -0.398 -0.969 1.723  C1 1.198
11 H 1.347 -1.815 -1.498  C2 1.083
12 H 0.751 -0.538 -2.508  C2 1.167
13 H 2.332 -0.518 -1.639  C2 1.054
14 H -2.622 2.170 -0.060  C3 1.034
15 H -0.744 2.192 -0.162  C3 1.051
16 H -1.690 1.805 1.125  C3 1.064

Properties
LUMO energy (spin up / spin down) ... 0.22 / 0.22 eV
2S+1 ... 1
Gap between HOMO and LUMO (spin up / spin down) ... 9.2 / 9.2 eV
HOMO energy (spin up / spin down) ... -9.0 / -9.0 eV

From a Mulliken analysis of the wavefunction, the atomic charges in e read:
1. C -0.85
2. C -1.08
3. C -1.04
4. O -0.70
5. O -0.59
6. P 0.62
7. S 0.40
8. H 0.34
9. H 0.36
10. H 0.30
11. H 0.39
12. H 0.30
13. H 0.38
14. H 0.39
15. H 0.43
16. H 0.37

Name the least stable of them. version B.

Version A
C5H10NO2 | the ωB97M-V functional and the def2-TZVPD basis

Bonds (Å) are listed after each position.
Atoms and positions in Å:
1 C 0.069 -1.131 0.186  C2 1.518, N6 1.545, H9 1.094, H10 1.037
2 C -1.367 -0.985 0.657  C1 1.518, O7 1.510, H11 1.120, H12 1.126
3 C 0.124 1.440 0.179  N6 1.502, O8 1.443, H13 1.084
4 C -1.838 0.952 -0.932  O7 1.311, O8 1.316, H14 0.987
5 C 2.117 0.127 -0.448  N6 1.538, H15 1.053, H16 1.087, H17 1.145
6 N 0.869 0.164 0.450  C1 1.545, C3 1.502, C5 1.538, H18 1.103
7 O -2.206 -0.078 -0.210  C2 1.510, C4 1.311
8 O -0.577 1.302 -1.074  C3 1.443, C4 1.316
9 H 0.647 -1.947 0.629  C1 1.094
10 H 0.110 -1.421 -0.809  C1 1.037
11 H -2.003 -1.863 0.377  C2 1.120
12 H -1.324 -0.746 1.757  C2 1.126
13 H -0.457 1.703 1.055  C3 1.084
14 H -2.554 1.349 -1.482  C4 0.987
15 H 2.820 -0.652 -0.364  C5 1.053
16 H 1.734 0.478 -1.404  C5 1.087
17 H 2.645 1.069 -0.070  C5 1.145
18 H 1.189 0.237 1.503  N6 1.103

Properties
LUMO energy ... -4.69 eV
Net charge ... +1
2S+1 ... 1
Gap between HOMO and LUMO ... 7.0 eV
HOMO energy ... -11.7 eV

From a Mulliken analysis of the wavefunction, the atomic charges in e read:
1. C -0.67
2. C -0.38
3. C -0.81
4. C 0.23
5. C -0.89
6. N -0.09
7. O -0.28
8. O -0.21
9. H 0.53
10. H 0.40
11. H 0.36
12. H 0.30
13. H 0.42
14. H 0.53
15. H 0.38
16. H 0.34
17. H 0.39
18. H 0.43

Version B
C5H10NO2 | the ωB97M-V functional and the def2-TZVPD basis

Bonds (Å) are listed after each position.
Atoms and positions in Å:
1 O -2.250 0.861 -0.324  C2 1.301
2 C -1.511 1.830 0.128  O1 1.301, O3 1.224, C4 1.597
3 O -1.711 2.660 1.005  C2 1.224
4 C -0.162 1.985 -0.713  C2 1.597, C5 1.585, H10 1.108, H11 1.105
5 C 0.265 0.559 -1.258  C4 1.585, C6 1.506, H12 1.086, H13 1.129
6 C 0.029 -0.522 -0.237  C5 1.506, C7 1.361, H14 1.127
7 C 0.973 -1.441 0.106  C6 1.361, N8 1.511, H15 1.125
8 N 0.613 -2.457 1.164  C7 1.511, H16 1.066, H17 0.951, H18 0.988
9 H -0.058 0.545 1.454  no bonds
10 H 0.578 2.477 -0.052  C4 1.108
11 H -0.383 2.687 -1.537  C4 1.105
12 H 1.280 0.608 -1.642  C5 1.086
13 H -0.386 0.325 -2.150  C5 1.129
14 H -1.044 -0.526 0.107  C6 1.127
15 H 2.022 -1.539 -0.289  C7 1.125
16 H 0.980 -2.166 2.122  N8 1.066
17 H -0.329 -2.592 1.157  N8 0.951
18 H 1.095 -3.294 0.959  N8 0.988

Properties
LUMO energy ... -7.79 eV
Net charge ... +1
2S+1 ... 1
Gap between HOMO and LUMO ... 5.3 eV
HOMO energy ... -13.1 eV

From a Mulliken analysis of the wavefunction, the atomic charges in e read:
1. O -0.58
2. C 0.40
3. O -0.45
4. C -0.53
5. C -0.47
6. C -0.79
7. C -0.15
8. N -0.22
9. H 0.32
10. H 0.30
11. H 0.33
12. H 0.39
13. H 0.30
14. H 0.72
15. H 0.37
16. H 0.38
17. H 0.32
18. H 0.36

Name the least stable of them. version B.